1.
# C18H14N2O2

An isolated molecule of C18H14N2O2 at a distorted geometry (ωB97M-V/def2-TZVPD, OMol25).

CARTESIAN COORDINATES (ANGSTROEM)
O  -2.81  -0.17  2.62
O  0.27  -1.06  -3.09
N  0.73  0.62  -1.54
N  4.80  -0.05  2.88
C  -2.43  -2.18  0.18
C  1.97  0.40  -3.71
C  1.39  1.84  -1.36
C  -1.99  -0.24  1.68
C  2.71  1.52  -3.50
C  -0.57  -0.18  1.99
C  -2.42  -0.64  0.23
C  1.28  -0.27  3.58
C  -1.43  -0.17  -0.80
C  -0.10  0.12  -0.51
C  2.42  2.23  -2.23
C  3.63  -0.10  2.78
C  -3.80  -0.15  -0.18
C  0.96  -0.07  -2.77
C  0.34  -0.06  0.92
C  2.22  -0.16  2.52
C  -0.10  -0.30  3.33
C  1.71  -0.01  1.21
H  -4.62  -0.55  0.44
H  -3.87  0.96  -0.09
H  -4.01  -0.41  -1.20
H  2.44  0.21  0.39
H  -1.48  -2.62  0.42
H  2.08  -0.14  -4.66
H  1.65  -0.35  4.61
H  2.98  3.12  -1.95
H  -2.79  -2.52  -0.80
H  1.20  2.33  -0.41
H  3.41  1.97  -4.24
H  -3.18  -2.52  0.91
H  -1.82  0.01  -1.82
H  -0.75  -0.40  4.15

SMILES = CC1(C)C=C(n2ccccc2=O)c2cc(C#N)ccc2C1=O
multiplicity = 1



2.
# C10H14BFN6Sr

A structure of composition C10H14BFN6Sr at a distorted geometry (ωB97M-V/def2-TZVPD, OMol25).

CARTESIAN COORDINATES (ANGSTROEM)
Sr  -1.09  -0.80  1.91
F  -2.44  0.97  3.19
N  1.69  -0.42  -0.81
N  0.27  1.61  0.95
N  -1.41  -0.28  -0.08
N  -0.75  0.05  -1.29
N  0.69  1.82  -0.35
N  1.42  -1.10  0.36
C  0.73  3.78  0.65
C  -2.78  -0.62  -1.83
C  2.48  -1.92  0.58
C  -1.56  -0.15  -2.32
C  2.87  -0.83  -1.34
C  0.96  3.13  -0.57
C  -2.66  -0.71  -0.43
C  -1.55  -3.12  1.50
C  0.32  2.80  1.56
C  3.42  -1.79  -0.49
B  0.67  0.60  -1.36
H  2.53  -2.58  1.45
H  1.30  3.46  -1.55
H  -0.54  -3.60  1.42
H  -1.17  0.12  -3.30
H  -1.69  1.64  3.05
H  -3.64  -0.88  -2.42
H  0.83  4.84  0.80
H  4.35  -2.32  -0.63
H  0.08  2.92  2.60
H  -1.96  -2.87  2.51
H  -2.23  -3.30  0.60
H  3.22  -0.39  -2.28
H  -3.37  -1.05  0.33
H  1.00  0.98  -2.43

multiplicity = 1



3.
# C4H13N2O

A cluster of 2 separate species, C4H13N2O in total at a distorted geometry (ωB97M-V/def2-TZVPD, OMol25).

CARTESIAN COORDINATES (ANGSTROEM)
O  0.46  3.61  -1.78
N  1.69  0.71  1.02
N  0.32  -1.81  1.85
C  -1.46  -1.37  0.19
C  -1.62  -0.78  -1.24
C  -0.12  -1.01  0.80
C  0.71  -0.10  0.25
H  1.31  -1.98  1.83
H  1.37  0.42  1.96
H  1.64  1.74  1.08
H  -2.56  -1.21  -1.56
H  0.36  3.52  -2.74
H  -0.88  -1.24  -1.91
H  -1.37  0.27  -1.34
H  -0.25  -2.63  1.95
H  -1.58  -2.43  0.37
H  2.69  0.52  0.88
H  0.87  0.06  -0.81
H  0.62  4.56  -1.63
H  -2.21  -0.85  0.80

multiplicity = 1
charge = +1



Looking at orbital gap for the records above, in order, we have 7.5; 5.6; 9.3 eV.
Looking at energy above the lowest of the compared OMol25 structures with the same formula, charge and spin for the records above, in order, we have 92.8; 124.9; 286.9 kJ/mol.
Looking at HOMO for the records above, in order, we have -8.6; -6.1; -12.8 eV.